Entry 1:
Formula: C9H14
Source: the OMol25 dataset
Level of theory: ωB97M-V/def2-TZVPD

Geometry as XYZ:
```
23
Properties=species:S:1:pos:R:3:forces:R:3
C 0.16524 -3.20705 -0.76901 4.0253 0.0429 0.3618
C -1.22195 -3.34774 -0.37517 -3.3144 -0.2247 -0.6558
H 0.48225 -4.02266 -1.46388 -0.0370 -0.1529 1.3362
H 0.53606 -2.43216 -1.40888 -0.9538 1.4278 -0.5938
H 0.89458 -3.02145 0.10852 -0.9711 -1.1517 -1.0260
H -1.37036 -4.23517 0.24152 0.1616 0.0990 0.1831
H -1.80575 -3.59739 -1.30362 0.2093 0.4099 0.8203
H -1.77885 -2.51327 0.12921 0.8833 -0.4581 -0.4310
C -1.25566 2.51156 1.70200 -1.6246 2.0697 -0.0602
C 1.18533 0.20912 0.00410 -1.0205 1.6571 0.0014
C 1.77809 1.07210 -0.94109 -0.8174 -1.8873 1.9099
C 0.10938 0.68543 0.71831 1.6256 -1.8743 -0.2176
C -0.25274 2.04744 0.75141 -0.5678 -0.3369 0.0670
C 1.31223 2.36247 -1.08153 -1.4817 1.3487 0.7307
C 0.36586 2.86709 -0.16087 1.7478 1.3619 -2.3377
H 1.55633 -0.76931 0.08005 0.0870 -1.2090 0.2582
H 2.55368 0.64608 -1.50522 1.0029 -0.0341 -1.0168
H -0.39393 -0.00976 1.32533 -0.7207 -0.6443 0.8759
H 1.71663 2.77653 -1.98037 -0.1651 1.5051 -0.0216
H -0.80738 2.58969 2.67300 0.4393 -0.5117 0.9674
H -2.17020 1.91208 1.78060 0.4882 -0.3923 0.0033
H 0.04102 3.89834 -0.13097 0.2426 0.1238 -0.5246
H -1.63988 3.57802 1.60657 0.7612 -1.1686 -0.6301
```
Positions in Å, forces in eV/Å.

Values from the calculation:
HOMO (alpha / beta)	-13.9 / -13.9	eV
E_LUMO (alpha / beta)	-4.2003 / -8.5751	eV
orbital gap (alpha / beta)	0.3579 / 0.1971	Ha
2S+1	2
⟨S²⟩	0.7667
energy above the lowest of the compared OMol25 structures with the same formula, charge and spin	1.2704	eV
net charge	+1


Entry 2:
Formula: C15H16NO6S
Source: the OMol25 dataset
Level of theory: ωB97M-V/def2-TZVPD

Geometry as XYZ:
```
39
Properties=species:S:1:pos:R:3:forces:R:3
C -2.87198 -1.49426 -0.63351 -0.3050 -0.2248 -0.6276
C -2.20044 -1.06221 0.61264 0.3664 0.3906 1.1733
O -2.79145 -0.46689 1.49874 0.4542 -0.5717 -0.6829
C -0.66008 -1.33009 0.77984 -0.9054 -0.5905 1.6650
C 0.04801 -0.35581 -0.08848 1.7644 2.1255 -1.9281
O 0.32842 0.78787 0.29584 -0.6462 -0.6223 0.4831
N 0.36812 -0.86103 -1.30638 -0.4822 0.3177 0.4983
S 0.88949 0.22836 -2.36981 0.1451 -1.2600 -0.4611
O 2.21668 0.72277 -2.09084 -0.0487 0.4102 0.0999
O -0.16534 1.12306 -2.77736 0.0149 0.6022 0.1488
C 1.12401 -0.84825 -3.78906 -0.0618 0.3115 -0.2261
C 2.23260 -1.69211 -3.84513 -0.2156 -0.1648 -0.4832
C 2.45344 -2.44137 -5.00172 -0.2842 0.1808 0.1613
C 1.57357 -2.35433 -6.08798 -0.0001 0.3124 0.2796
C 1.78152 -3.22546 -7.29036 0.0880 -0.1066 -0.2039
C 0.50926 -1.44900 -6.03474 0.1984 -0.2799 0.0472
C 0.27473 -0.69777 -4.88729 0.3246 -0.2837 0.1780
C -0.29788 -1.08447 2.28240 -0.5031 -0.2047 -0.5464
C 1.15254 -1.39421 2.56126 0.0709 0.2944 -0.1839
C 1.42811 -2.80282 2.10872 -0.1768 -0.0359 -0.6095
O 1.08842 -3.01685 0.69733 -0.1424 -0.1438 0.5899
C -0.17045 -2.68485 0.27820 -0.7417 -0.9750 -0.1274
O -0.79315 -3.43761 -0.44350 1.0289 0.4992 0.9774
H -2.20768 -2.14172 -1.20467 -0.3321 0.2836 -0.1447
H -3.78936 -2.03990 -0.36756 0.2078 0.2156 -0.0691
H -3.14872 -0.59575 -1.20239 0.0776 -0.2162 0.0837
H 2.90858 -1.76119 -2.99929 -0.1077 0.0784 -0.0674
H 3.31860 -3.10128 -5.07786 -0.1912 0.0779 0.1072
H 0.99754 -3.03993 -8.03050 0.1482 -0.1046 0.0181
H 2.75623 -3.03239 -7.75554 -0.1565 -0.0488 0.0136
H 1.75568 -4.28718 -7.01048 -0.0254 0.2002 -0.1024
H -0.13602 -1.33892 -6.90836 0.0768 -0.0569 0.2388
H -0.55728 -0.00286 -4.83625 0.1785 -0.0498 0.0914
H -0.55183 -0.05209 2.53608 -0.0030 -0.2557 -0.1418
H -0.91469 -1.76597 2.88998 -0.0246 0.2753 -0.0997
H 1.80548 -0.66858 2.06145 -0.0816 -0.1765 0.0174
H 1.31375 -1.31742 3.63905 0.2039 -0.0612 0.0235
H 2.48418 -3.06379 2.18585 -0.1373 -0.1090 -0.0655
H 0.81801 -3.49718 2.70575 0.2239 -0.0331 -0.1246
```
Positions in Å, forces in eV/Å.

Values from the calculation:
HOMO	-5.4	eV
E_LUMO	2.9565	eV
orbital gap	0.3085	Ha
2S+1	1
net charge	-1


Entry 3:
Formula: C6H12
Source: the OMol25 dataset
Level of theory: ωB97M-V/def2-TZVPD

Geometry as XYZ:
```
18
Properties=species:S:1:pos:R:3:forces:R:3
C -0.08497 -0.61304 2.16078 -0.7220 -0.0625 0.0973
C -0.11089 -0.95153 0.65900 -1.2636 0.8992 1.2224
C -0.55763 0.09190 -0.19471 2.7836 -2.8007 -2.7992
C -1.65002 0.95111 -0.04307 -0.5894 0.7980 3.2140
C 0.44569 0.61295 -1.24589 -0.1202 -0.9776 -1.2739
C 1.51279 -0.38290 -1.68385 -0.3959 -0.9394 0.3714
H -0.83507 0.11577 2.49950 0.2178 0.0661 -0.0084
H -0.21327 -1.43395 2.86725 0.0058 -0.3369 -0.3218
H 0.92256 -0.21532 2.35611 -0.2710 0.1085 0.1399
H -0.39596 -1.97311 0.41276 1.4579 -0.0646 -0.6455
H -0.78964 1.18364 0.73058 -1.3792 2.0333 0.1238
H -1.97004 1.69494 -0.75674 0.6400 0.2295 0.0595
H -2.41942 0.56237 0.62637 -0.1187 0.1308 -0.3842
H -0.03124 0.91887 -2.18463 -0.2761 0.4233 0.2670
H 0.91278 1.49818 -0.78612 -0.2038 -0.1404 -0.0763
H 2.03291 -0.82153 -0.83163 0.0828 0.1606 -0.0138
H 2.22499 -0.01713 -2.41179 0.1031 0.4850 0.0005
H 1.00644 -1.22122 -2.17390 0.0488 -0.0121 0.0274
```
Positions in Å, forces in eV/Å.

Values from the calculation:
HOMO	-6.4	eV
E_LUMO	0.7582	eV
orbital gap	0.2619	Ha
2S+1	1
energy above the lowest of the compared OMol25 structures with the same formula, charge and spin	5.2784	eV


Entry 4:
Formula: C9H13BO2S
Source: the OMol25 dataset
Level of theory: ωB97M-V/def2-TZVPD

Geometry as XYZ:
```
26
Properties=species:S:1:pos:R:3:forces:R:3
B -0.97044 0.87717 0.15788 -2.9922 -1.3154 -1.4649
C -5.20340 -1.22973 -0.00818 -0.1926 -0.0005 -0.0104
C -3.78206 -1.20085 0.01395 0.0172 -0.0956 -0.0249
C -5.75501 0.00776 0.01748 -0.0378 0.4572 0.0206
C -3.30700 0.06178 0.05398 3.6852 2.0269 0.3031
C -0.26884 1.01332 -1.24875 0.1013 -0.0794 0.1949
C 1.04796 1.14195 1.33196 0.8627 0.1174 -0.3798
C 1.69467 0.51111 0.08039 0.2864 -0.1274 0.3802
C 1.47175 -1.00547 0.09392 -0.0505 0.3696 -0.1505
C 3.18931 0.83148 0.04173 -0.5121 0.0350 0.0143
O -0.36615 0.96806 1.30180 -0.6252 -0.0324 0.8137
O 1.15452 1.11567 -1.08479 0.0354 0.1737 -0.0298
S -4.54694 1.24414 0.07084 0.0005 -0.7708 -0.0183
H -5.77622 -2.14060 -0.03965 -0.1498 -0.1102 -0.0095
H -3.16653 -2.08226 -0.00125 0.1211 -0.1514 0.0132
H -6.79018 0.28647 0.01361 -0.2650 -0.0741 -0.0178
H -0.49591 0.18129 -1.92882 -0.1950 0.0484 0.2298
H -0.56617 1.93002 -1.76738 -0.1908 -0.0878 0.0883
H 1.41211 0.66951 2.24741 -0.0602 0.0603 -0.1084
H 1.26289 2.21428 1.36088 -0.0162 -0.1121 0.0303
H 1.82766 -1.43585 -0.83864 0.0339 -0.0341 -0.0777
H 0.41539 -1.24038 0.20486 -0.0646 -0.2025 0.0172
H 2.01723 -1.45291 0.92053 0.0020 -0.0766 0.0940
H 3.63104 0.35985 -0.83120 0.0613 -0.0666 -0.0605
H 3.68430 0.46751 0.93596 0.1102 -0.0682 0.1319
H 3.33460 1.90497 -0.04179 0.0346 0.1166 0.0210
```
Positions in Å, forces in eV/Å.

Values from the calculation:
HOMO	-8.3	eV
E_LUMO	0.5557	eV
orbital gap	0.3251	Ha
2S+1	1
energy above the lowest of the compared OMol25 structures with the same formula, charge and spin	0.0000	eV